Record 1
Entry from the OMol25 dataset: a cluster of 3 separate species, C5H14O2 in total in a non-equilibrium geometry (ωB97M-V/def2-TZVPD).

Last column: natural (NBO) charge in e.
Cartesian coordinates (Å):
C (-2.653, -1.452, 0.689)  -0.636
C (-1.300, -0.779, 0.549)  -0.198
C (-0.236, -1.553, 0.603)  -0.177
C (1.158, -1.045, 0.199)  -0.433
C (1.633, -1.742, -1.045)  -0.611
H (-2.636, -2.529, 0.847)  0.211
H (-3.328, -1.194, -0.129)  0.211
H (-3.199, -1.095, 1.575)  0.203
H (-1.415, 0.267, 0.305)  0.210
H (-0.040, -2.604, 0.791)  0.200
H (1.159, 0.046, 0.177)  0.197
H (1.789, -1.219, 1.081)  0.199
H (1.318, -2.778, -0.867)  0.196
H (2.668, -1.764, -1.381)  0.218
H (1.098, -1.413, -1.934)  0.207
O (-1.609, 3.721, 3.694)  -0.962
H (-2.559, 3.775, 3.599)  0.480
H (-1.266, 2.954, 4.152)  0.482
O (3.323, 3.191, -4.489)  -0.939
H (3.394, 4.138, -4.648)  0.470
H (2.702, 3.076, -3.770)  0.470

As for the SMILES: C/C=C/CC.O.O. As for the total charge: 0. The value obtained for the frontier orbital gap is 10.09 eV. As for the multiplicity: 1. Its HOMO energy is -9.33 eV. As for the LUMO energy: 0.0277 Ha. The calculation puts the total energy at -9505.5980 eV.

Record 2
Entry from the OMol25 dataset: a cluster of 2 separate species, C5H14O2 in total in a non-equilibrium geometry (ωB97M-V/def2-TZVPD).

Last column: natural (NBO) charge in e.
Cartesian coordinates (Å):
C (-0.227, -1.195, 1.983)  -0.621
C (0.093, 0.306, 2.006)  -0.408
C (-0.982, 1.232, 1.339)  -0.384
C (-1.278, 0.802, -0.135)  -0.440
C (-0.063, 0.798, -1.035)  -0.073
O (0.869, 1.855, -0.756)  -0.728
H (0.686, -1.801, 2.049)  0.214
H (-0.727, -1.546, 1.077)  0.202
H (-0.870, -1.459, 2.827)  0.202
H (1.000, 0.512, 1.428)  0.200
H (0.397, 0.660, 2.991)  0.205
H (-0.692, 2.270, 1.479)  0.215
H (-1.863, 1.021, 1.967)  0.194
H (-2.021, 1.511, -0.519)  0.201
H (-1.813, -0.144, -0.074)  0.214
H (-0.258, 0.908, -2.110)  0.167
H (0.445, -0.192, -0.950)  0.171
H (0.765, 2.477, -1.465)  0.467
O (1.237, -3.163, -2.605)  -0.934
H (1.794, -2.396, -2.824)  0.468
H (0.910, -3.448, -3.460)  0.466

As for the SMILES: CCCCCO.O. As for the total charge: 0. The value obtained for the frontier orbital gap is 10.90 eV. As for the multiplicity: 1. Its HOMO energy is -10.20 eV. As for the LUMO energy: 0.0256 Ha. The calculation puts the total energy at -9506.4266 eV.

Record 3
Entry from the OMol25 dataset: a cluster of 2 separate species, C5H14O5Si2 in total in a non-equilibrium geometry (ωB97M-V/def2-TZVPD).

Last column: natural (NBO) charge in e.
Cartesian coordinates (Å):
C (0.305, -3.369, -0.596)  -0.313
C (1.450, -2.600, -0.470)  -0.696
C (3.572, 0.576, -2.069)  -0.222
C (-2.931, 1.559, -0.406)  -0.251
C (-1.189, -0.224, 2.716)  -1.170
O (-0.005, -0.034, -1.594)  -1.281
O (-1.228, 2.591, 2.074)  -1.095
O (2.758, -0.417, -1.422)  -0.942
O (-1.825, 0.707, -0.104)  -0.770
O (0.772, 1.162, 0.894)  -1.305
Si (1.263, -0.778, -1.037)  2.262
Si (-0.609, 1.104, 1.497)  2.208
H (0.223, -4.454, -0.272)  0.203
H (-0.482, -2.964, -1.137)  0.195
H (2.298, -2.937, 0.070)  0.228
H (2.948, 1.041, -2.824)  0.196
H (4.441, 0.071, -2.326)  0.190
H (3.795, 1.416, -1.237)  0.190
H (-3.128, 1.462, -1.458)  0.198
H (-2.526, 2.532, -0.061)  0.199
H (-3.818, 1.284, 0.230)  0.190
H (-0.388, -0.877, 2.831)  0.244
H (-1.610, 0.334, 3.592)  0.257
H (-2.012, -0.871, 2.292)  0.246
H (-1.294, 0.387, -0.808)  0.549
H (-0.780, 3.300, 1.626)  0.492

As for the total charge: 0. The value obtained for the frontier orbital gap is 10.09 eV. As for the multiplicity: 1. Its HOMO energy is -9.66 eV. As for the LUMO energy: 0.0158 Ha. The calculation puts the total energy at -31407.3039 eV.

Record 4
Entry from the OMol25 dataset: a cluster of 2 separate species, C5H14OS in total in a non-equilibrium geometry (ωB97M-V/def2-TZVPD).

Last column: natural (NBO) charge in e.
Cartesian coordinates (Å):
C (-0.040, -1.757, -0.478)  -0.623
C (-0.624, -0.982, 0.678)  -0.440
C (-1.266, 0.318, 0.345)  -0.395
C (-0.122, 1.358, -0.089)  -0.568
S (1.106, 1.470, 1.195)  0.194
C (-0.043, 2.096, 2.567)  -0.734
H (-0.810, -1.843, -1.296)  0.199
H (0.784, -1.095, -1.012)  0.201
H (0.170, -2.830, -0.288)  0.223
H (0.177, -0.792, 1.436)  0.218
H (-1.398, -1.568, 1.234)  0.199
H (-1.789, 0.602, 1.387)  0.207
H (-2.052, 0.208, -0.475)  0.211
H (0.305, 1.028, -1.029)  0.231
H (-0.613, 2.252, -0.387)  0.215
H (-0.728, 2.874, 2.222)  0.220
H (0.647, 2.451, 3.395)  0.231
H (-0.666, 1.269, 3.063)  0.210
O (1.960, -1.424, -4.332)  -0.920
H (2.064, -2.004, -3.540)  0.461
H (2.936, -1.632, -4.596)  0.460

As for the SMILES: CCCCSC.O. As for the total charge: 0. The value obtained for the frontier orbital gap is 9.21 eV. As for the multiplicity: 1. Its HOMO energy is -8.53 eV. As for the LUMO energy: 0.0251 Ha. The calculation puts the total energy at -18293.4691 eV.

Record 5
Entry from the OMol25 dataset: a cluster of 2 separate species, C5H14OS2 in total in a non-equilibrium geometry (ωB97M-V/def2-TZVPD).

Last column: natural (NBO) charge in e.
Cartesian coordinates (Å):
C (-1.671, 1.465, -3.577)  -0.637
C (-1.027, 0.332, -2.831)  -0.403
C (0.086, 0.890, -1.847)  -0.553
S (0.960, -0.549, -1.156)  0.111
S (2.562, 0.174, -0.005)  0.033
C (2.233, 0.183, 1.890)  -0.486
C (1.491, 1.404, 2.339)  -0.629
H (-1.143, 1.956, -4.370)  0.214
H (-2.673, 1.327, -3.961)  0.220
H (-1.914, 2.316, -3.087)  0.213
H (-1.650, -0.324, -2.386)  0.207
H (-0.492, -0.463, -3.516)  0.199
H (-0.499, 1.496, -1.051)  0.213
H (0.652, 1.702, -2.479)  0.225
H (3.126, 0.104, 2.471)  0.219
H (1.538, -0.726, 2.163)  0.221
H (1.322, 1.338, 3.454)  0.210
H (1.827, 2.370, 2.043)  0.216
H (0.473, 1.269, 1.937)  0.205
O (-1.842, -5.147, 4.911)  -0.926
H (-2.322, -5.438, 4.189)  0.461
H (-1.038, -5.680, 4.869)  0.465

As for the SMILES: CCCSSCC.O. As for the total charge: 0. The value obtained for the frontier orbital gap is 9.49 eV. As for the multiplicity: 1. Its HOMO energy is -8.72 eV. As for the LUMO energy: 0.0280 Ha. The calculation puts the total energy at -29128.4639 eV.

Record 6
Entry from the OMol25 dataset: a cluster of 2 separate species, C5H14OS2 in total in a non-equilibrium geometry (ωB97M-V/def2-TZVPD).

Last column: natural (NBO) charge in e.
Cartesian coordinates (Å):
C (0.000, 0.000, 0.000)  -0.612
C (0.367, 1.280, 0.772)  -0.396
C (0.010, 1.223, 2.259)  -0.560
S (-1.722, 1.423, 2.615)  0.215
C (-1.747, 1.771, 4.394)  -0.693
S (-1.023, 3.374, 4.791)  0.220
C (-1.257, 3.330, 6.585)  -0.756
H (0.556, -0.846, 0.439)  0.199
H (0.314, 0.120, -1.051)  0.209
H (-1.077, -0.238, 0.020)  0.213
H (1.444, 1.525, 0.706)  0.209
H (-0.195, 2.092, 0.271)  0.209
H (0.532, 2.120, 2.645)  0.226
H (0.447, 0.338, 2.759)  0.206
H (-2.811, 1.723, 4.696)  0.234
H (-1.229, 0.905, 4.847)  0.215
H (-1.126, 4.375, 6.911)  0.235
H (-0.492, 2.709, 7.081)  0.211
H (-2.254, 2.983, 6.906)  0.215
O (0.158, 6.913, 6.349)  -0.940
H (1.036, 7.343, 6.237)  0.473
H (0.040, 6.843, 7.324)  0.468

As for the SMILES: CCCSCSC.O. As for the total charge: 0. The value obtained for the frontier orbital gap is 9.01 eV. As for the multiplicity: 1. Its HOMO energy is -8.44 eV. As for the LUMO energy: 0.0211 Ha. The calculation puts the total energy at -29129.6927 eV.

Record 7
Entry from the OMol25 dataset: a cluster of 2 separate species, C5H14OS2Si in total in a non-equilibrium geometry (ωB97M-V/def2-TZVPD).

Last column: natural (NBO) charge in e.
Cartesian coordinates (Å):
C (-1.091, -2.657, 0.152)  -0.602
C (1.173, 2.281, 1.317)  -1.130
C (2.577, 0.278, -0.686)  -1.119
C (-0.677, -1.352, -0.518)  -0.530
C (-0.217, -0.310, 0.415)  -0.462
O (0.389, 1.792, -1.492)  -1.093
Si (0.942, 1.082, -0.136)  1.860
S (-3.424, 0.360, -0.721)  -0.088
S (-2.336, 1.094, 0.778)  -0.220
H (-1.855, -2.469, 0.906)  0.206
H (-0.240, -3.129, 0.643)  0.205
H (-1.494, -3.351, -0.583)  0.213
H (1.789, 3.129, 1.026)  0.243
H (0.218, 2.662, 1.666)  0.244
H (1.656, 1.800, 2.162)  0.238
H (3.364, 1.018, -0.771)  0.242
H (2.905, -0.477, 0.023)  0.232
H (2.464, -0.195, -1.655)  0.242
H (0.093, -1.528, -1.272)  0.225
H (-1.541, -0.967, -1.093)  0.254
H (-0.231, -0.582, 1.462)  0.212
H (-0.464, 2.220, -1.520)  0.510
H (-4.002, -0.697, -0.103)  0.119

As for the total charge: 0. The value obtained for the frontier orbital gap (spin up / spin down) is 8.15 / 8.15 eV. As for the multiplicity: 1. Its HOMO energy (spin up / spin down) is -8.48 / -8.48 eV. As for the LUMO energy (spin up / spin down): -0.0123 / -0.0124 Ha. The calculation puts the total energy at -37008.6723 eV.

Record 8
Entry from the OMol25 dataset: a cluster of 2 separate species, C5H14S in total in a non-equilibrium geometry (ωB97M-V/def2-TZVPD).

Last column: natural (NBO) charge in e.
Cartesian coordinates (Å):
C (-0.054, 0.949, -1.975)  -0.586
C (1.354, 1.065, -2.537)  -0.655
C (0.008, 1.718, 0.711)  -1.269
S (-0.116, 0.250, -0.370)  0.004
H (-0.653, 1.888, -2.107)  0.217
H (-0.521, 0.208, -2.680)  0.205
H (2.011, 0.806, -1.718)  0.219
H (1.574, 2.082, -2.616)  0.202
H (-1.089, 1.996, 0.939)  0.182
H (0.612, 1.372, 1.510)  0.210
H (0.514, 2.493, 0.198)  0.185
H (1.618, 0.466, -3.457)  0.192
C (-0.769, -1.922, 2.876)  -0.677
C (-0.380, -2.220, 1.419)  -0.602
H (-1.846, -2.202, 3.065)  0.187
H (-0.088, -2.605, 3.517)  0.188
H (-0.794, -0.881, 3.109)  0.211
H (-1.015, -2.090, 0.664)  0.204
H (0.656, -1.748, 1.088)  0.211
H (-0.081, -3.320, 1.440)  0.171

As for the total charge: -1. The value obtained for the frontier orbital gap (spin up / spin down) is 2.27 / 8.38 eV. As for the multiplicity: 2. Its HOMO energy (spin up / spin down) is 1.33 / -4.68 eV. As for the LUMO energy (spin up / spin down): 0.1325 / 0.1357 Ha. The calculation puts the total energy at -16244.2578 eV. Its expectation value of S² is 0.75.

Record 9
Entry from the OMol25 dataset: a cluster of 2 separate species, C5H14S in total in a non-equilibrium geometry (ωB97M-V/def2-TZVPD).

Last column: natural (NBO) charge in e.
Cartesian coordinates (Å):
C (1.357, 0.851, 1.916)  -0.615
C (0.212, 0.410, 2.851)  -0.428
C (-0.666, 1.499, 3.379)  -0.626
H (0.859, 1.578, 1.180)  0.201
H (2.199, 1.475, 2.355)  0.212
H (1.915, -0.011, 1.358)  0.216
H (-0.492, -0.265, 2.317)  0.202
H (0.662, -0.099, 3.727)  0.207
H (-1.762, 1.377, 3.326)  0.215
H (-0.584, 2.571, 2.961)  0.209
H (-0.479, 1.619, 4.508)  0.208
C (-0.625, 0.274, -0.891)  -0.634
C (-0.725, -1.147, -1.391)  -0.462
S (0.232, -1.127, -3.062)  -0.109
H (0.453, 0.497, -0.788)  0.219
H (-1.106, 0.987, -1.583)  0.219
H (-1.067, 0.377, 0.059)  0.212
H (-1.715, -1.508, -1.714)  0.210
H (-0.418, -2.076, -0.815)  0.225
H (0.507, 0.182, -3.077)  0.119

As for the SMILES: CCC.CCS. As for the total charge: 0. The value obtained for the frontier orbital gap is 9.92 eV. As for the multiplicity: 1. Its HOMO energy is -8.94 eV. As for the LUMO energy: 0.0359 Ha. The calculation puts the total energy at -16246.0415 eV.

Record 10
Entry from the OMol25 dataset: a cluster of 2 separate species, C5H14S in total in a non-equilibrium geometry (ωB97M-V/def2-TZVPD).

Last column: natural (NBO) charge in e.
Cartesian coordinates (Å):
C (0.300, 0.605, -1.185)  -0.610
C (1.103, 0.568, -2.466)  -0.399
C (2.550, 0.157, -2.275)  -0.603
H (0.684, 1.263, -0.408)  0.205
H (-0.727, 0.936, -1.367)  0.209
H (0.166, -0.421, -0.823)  0.199
H (0.631, -0.103, -3.182)  0.196
H (1.037, 1.517, -3.007)  0.194
H (3.116, 0.228, -3.207)  0.210
H (2.625, -0.866, -1.893)  0.200
H (3.046, 0.770, -1.525)  0.200
C (-0.882, -1.600, 1.997)  -0.753
S (-2.504, -1.298, 2.725)  0.183
C (-2.409, 0.513, 2.731)  -0.737
H (-0.125, -1.243, 2.717)  0.207
H (-0.623, -2.632, 1.782)  0.234
H (-0.760, -0.969, 1.114)  0.212
H (-3.281, 0.838, 3.293)  0.230
H (-2.428, 0.902, 1.715)  0.212
H (-1.518, 0.834, 3.265)  0.211

As for the SMILES: CCC.CSC. As for the total charge: 0. The value obtained for the frontier orbital gap is 9.44 eV. As for the multiplicity: 1. Its HOMO energy is -8.47 eV. As for the LUMO energy: 0.0357 Ha. The calculation puts the total energy at -16247.0307 eV.